(1)
A molecular structure, C14H17N7O7PS4W, computed with ωB97M-V with the def2-TZVPD basis set.

Positions of all 51 atoms, in Å:
W -0.6057 0.4124 -0.0385
N -4.1824 -0.1992 2.6896
C -3.0642 0.2090 2.0634
S -1.9399 -1.0044 1.5271
N -2.8549 1.4883 1.9445
N -1.6757 1.7584 1.3216
C -1.2581 2.9685 1.4279
C 0.0482 3.2860 0.9012
C 0.6355 4.5326 1.0139
C 1.9286 4.7025 0.5470
C 2.5938 3.6215 -0.0031
C 1.9366 2.4070 -0.0907
N 0.6934 2.2472 0.3500
H -4.4751 -1.1536 2.5841
H -4.8871 0.4961 2.8750
H -1.8574 3.6927 1.9650
H 0.0850 5.3479 1.4621
H 2.4097 5.6687 0.6149
H 3.6004 3.7103 -0.3832
H 2.4008 1.5365 -0.5316
O 0.6811 2.8027 -2.6068
S -0.2018 1.6838 -2.4782
O -0.9032 1.2308 -3.6272
O -1.1868 1.9180 -1.2793
O 0.5386 0.5063 -1.7536
C 3.6130 -2.9663 -1.8776
C 3.0889 -1.5550 -1.7716
O 2.9461 -1.1509 -0.3773
P 1.7438 -1.6009 0.5312
S 1.2151 -0.1083 1.7451
S 0.0663 -2.0192 -0.4769
O 2.3448 -2.8489 1.2855
C 1.5398 -3.5547 2.2739
C 1.0639 -4.8688 1.7041
H 3.7678 -3.2146 -2.9281
H 2.8998 -3.6807 -1.4635
H 4.5599 -3.0726 -1.3492
H 2.1249 -1.4336 -2.2628
H 3.7829 -0.8282 -2.1870
H 0.7086 -2.9177 2.5831
H 2.2003 -3.7008 3.1260
H 0.3683 -4.7083 0.8812
H 0.5523 -5.4368 2.4820
H 1.9086 -5.4583 1.3481
O -2.0542 -0.4450 -1.2842
N -3.1787 0.1347 -0.9266
C -4.1043 0.2514 -1.8073
C -5.3172 0.8867 -1.3668
N -6.2897 1.3853 -1.0145
C -4.0187 -0.2674 -3.1479
N -3.9918 -0.6909 -4.2142

The calculation puts the energy relative to the best compared isomer or geometry (same formula, charge and spin) at 0.0 kcal/mol. Its largest force on an atom is 0.5 eV/A. The HOMO energy (alpha / beta) is -8.7 / -8.8 eV. The spin multiplicity is 2. Its expectation value of S² is 0.76.

(2)
A single C2H2F2O molecule at a distorted geometry, computed with ωB97M-V with the def2-TZVPD basis set.

Positions of all 7 atoms, in Å:
C -0.8402 0.0650 0.9402
C 0.7790 -0.3072 -0.8811
O -0.3734 -0.2102 -0.2550
F 0.6780 -0.2148 -2.2117
F 1.8148 0.4394 -0.4345
H -1.8345 -0.2812 1.1404
H -0.2237 0.5089 1.7017

The calculation puts the energy relative to the best compared isomer or geometry (same formula, charge and spin) at 72.0 kcal/mol. Its largest force on an atom is 1.8 eV/A. The HOMO energy (alpha / beta) is -8.7 / -8.4 eV. The spin multiplicity is 1.

(3)
A single C8H11NS molecule at a distorted geometry, computed with ωB97M-V with the def2-TZVPD basis set.

Positions of all 21 atoms, in Å:
H 1.2928 -3.0519 -0.4968
N 0.7186 -2.3736 -0.0244
C 1.1336 -1.1614 0.0688
C 2.5303 -0.8605 -0.1748
C 2.9391 0.3931 -0.3265
S 1.6103 1.4923 -0.1517
C 0.4020 0.1349 0.3218
C -0.5056 0.4880 1.5260
C -1.0778 0.3967 0.1277
C -1.4139 1.6838 -0.5629
C -2.1060 -0.6904 -0.2065
H 3.0843 -1.6835 -0.5650
H 3.9909 0.8273 -0.3854
H -0.3375 1.4922 1.9676
H -0.8018 -0.3158 2.2266
H -1.8472 1.4970 -1.5867
H -0.4638 2.3086 -0.6977
H -2.1217 2.2280 -0.0367
H -2.2953 -0.6600 -1.3727
H -2.9701 -0.4433 0.3475
H -1.7611 -1.7015 0.0017

The calculation puts the energy relative to the best compared isomer or geometry (same formula, charge and spin) at 39.1 kcal/mol. Its largest force on an atom is 3.1 eV/A. Its SMILES is [H]/N=C1\C=CS[C@]12CC2(C)C. The HOMO energy is -8.2 eV. The spin multiplicity is 1.

(4)
3 unconnected molecules or ions with the total composition H2O5P2 at a distorted geometry, computed with ωB97M-V with the def2-TZVPD basis set.

Positions of all 9 atoms, in Å:
O 3.5159 0.9783 -0.6445
O 3.1592 3.0759 0.8078
O 1.9355 -1.2240 -0.2199
O -5.1541 -2.2093 0.3679
O -5.2392 -0.2608 -1.0951
P -5.1849 -0.7381 0.3073
P 2.7085 1.6828 0.4941
H 2.5204 -0.5427 -0.5983
H 1.7386 -0.7622 0.5805

The calculation puts the energy relative to the best compared isomer or geometry (same formula, charge and spin) at 18.3 kcal/mol. Its largest force on an atom is 2.6 eV/A. The HOMO energy is -2.0 eV. As for the charge: -2. The spin multiplicity is 1.

(5)
A molecular structure, C55H48BrCrN2O5STe, computed with ωB97M-V with the def2-TZVPD basis set.

Positions of all 114 atoms, in Å:
Cr 0.2331 0.5505 0.0875
O -0.4059 0.8759 -1.6537
C -1.5822 1.4077 -2.1602
C -2.7607 0.7251 -1.4617
C -2.8514 0.8706 0.0327
C -4.0699 1.2629 0.5774
C -4.2538 1.2216 1.9449
C -3.2335 0.7163 2.7267
C -2.0335 0.3431 2.1334
C -1.0282 -0.4109 2.9657
C 0.4265 0.1067 3.0283
O 0.7843 0.6210 1.7980
C 1.3255 -1.0846 3.3842
C 1.1173 -1.7785 4.5744
C 1.9017 -2.8716 4.9064
C 2.9226 -3.2771 4.0545
C 3.1470 -2.5766 2.8786
C 2.3502 -1.4882 2.5393
C 0.6029 1.2387 4.0405
C 1.8152 1.4372 4.6907
C 2.0040 2.5318 5.5215
C 0.9826 3.4488 5.7186
C -0.2292 3.2648 5.0693
C -0.4128 2.1697 4.2382
N -1.8229 0.5017 0.8129
C -1.6171 1.1516 -3.6797
C -2.6748 0.5519 -4.3480
C -2.6163 0.3350 -5.7207
C -1.5073 0.7330 -6.4462
C -0.4528 1.3528 -5.7898
C -0.5096 1.5551 -4.4240
C -1.6358 2.9323 -2.0126
C -0.4515 3.6600 -2.0396
C -0.4626 5.0446 -1.9861
C -1.6651 5.7308 -1.9091
C -2.8539 5.0178 -1.9026
C -2.8383 3.6319 -1.9622
H -2.6759 -0.3442 -1.6865
H -3.7172 1.0498 -1.8668
H -4.8628 1.5849 -0.0826
H -5.1894 1.5353 2.3882
H -3.3517 0.5978 3.7949
H -0.9867 -1.4126 2.5308
H -1.4324 -0.5243 3.9728
H 0.3384 -1.4551 5.2560
H 1.7289 -3.3965 5.8374
H 3.5493 -4.1200 4.3161
H 3.9523 -2.8716 2.2168
H 2.5277 -0.9477 1.6204
H 2.6316 0.7432 4.5393
H 2.9581 2.6670 6.0144
H 1.1319 4.3009 6.3684
H -1.0343 3.9763 5.2017
H -1.3578 2.0617 3.7198
H -3.5565 0.2227 -3.8168
H -3.4464 -0.1486 -6.2195
H -1.4613 0.5614 -7.5135
H 0.4246 1.6614 -6.3428
H 0.3304 2.0086 -3.9156
H 0.4864 3.1238 -2.0911
H 0.4736 5.5884 -2.0034
H -1.6768 6.8117 -1.8629
H -3.7997 5.5416 -1.8547
H -3.7827 3.1049 -1.9762
Br -1.3752 3.7333 1.3710
C 0.4627 3.7090 0.9393
C 1.2153 4.8154 1.3045
C 2.5621 4.8160 0.9903
C 3.1012 3.7132 0.3482
C 2.2722 2.6467 0.0551
N 0.9578 2.6490 0.3306
C 2.8519 1.3874 -0.5743
O 4.0070 1.4096 -0.9652
O 2.0452 0.3954 -0.6311
H 0.7436 5.6390 1.8185
H 3.1814 5.6619 1.2571
H 4.1441 3.6336 0.0801
C 2.1615 -1.0696 -3.3196
Te 0.1965 -1.8458 -3.6060
C 1.1856 -3.3488 -4.7848
C 2.5520 -2.7932 -5.0989
C 3.3561 -3.3662 -6.0801
C 4.6134 -2.8528 -6.3514
C 5.0805 -1.7575 -5.6362
C 4.2867 -1.1823 -4.6584
C 3.0192 -1.6907 -4.3854
H 2.5157 -1.2967 -2.3169
H 2.1226 0.0151 -3.3927
H 0.6143 -3.5342 -5.6926
H 1.2643 -4.2866 -4.2333
H 2.9882 -4.2188 -6.6387
H 5.2266 -3.3023 -7.1215
H 6.0612 -1.3503 -5.8445
H 4.6451 -0.3298 -4.0939
C -3.4656 -4.8539 4.6565
C -2.7427 -4.3584 3.4371
C -3.4309 -4.0253 2.2775
C -2.7513 -3.5632 1.1587
C -1.3708 -3.4433 1.1917
C -0.6653 -3.7609 2.3508
C -1.3539 -4.2160 3.4571
S -0.6131 -2.7474 -0.2702
C 0.6822 -3.9566 -0.5670
O 0.1579 -1.5444 0.1932
H -4.5447 -4.8390 4.5121
H -3.2289 -4.2374 5.5245
H -3.1697 -5.8771 4.8940
H -4.5088 -4.1219 2.2469
H -3.2935 -3.2913 0.2616
H 0.4053 -3.6174 2.4028
H -0.8047 -4.4502 4.3617
H 1.0963 -4.3146 0.3718
H 1.4336 -3.4304 -1.1502
H 0.2642 -4.7748 -1.1514

Its largest force on an atom is 0.5 eV/A. The HOMO energy (alpha / beta) is -7.2 / -7.2 eV. The spin multiplicity is 2. Its expectation value of S² is 0.76.

(6)
A molecular structure, C31H46Cl2HfNP at a distorted geometry, computed with ωB97M-V with the def2-TZVPD basis set.

Positions of all 82 atoms, in Å:
P -0.8309 0.6514 -1.0471
C -0.0641 2.3242 -0.9149
C -0.5915 3.2845 -1.9699
C 0.2473 4.5736 -1.9615
C 0.3537 5.1912 -0.5587
C 0.7675 4.2011 0.5438
C -0.0664 2.9088 0.5049
C -2.4231 0.5769 -0.1348
C -3.3935 1.5792 -0.7184
C -4.7945 1.2791 -0.1606
C -4.8098 1.2290 1.3754
C -3.7043 0.3530 1.9959
C -2.3179 0.6539 1.4017
C -1.0430 0.1642 -2.8267
C 0.3478 0.1464 -3.4788
C 0.2389 -0.2969 -4.9428
C -0.4901 -1.6355 -5.1150
C -1.8072 -1.6937 -4.3312
C -1.6734 -1.2318 -2.8747
H 0.9959 2.0952 -1.1340
H -1.6431 3.5253 -1.7689
H -0.5497 2.8356 -2.9723
H -0.1940 5.2962 -2.6640
H 1.2503 4.3420 -2.3434
H 1.0567 6.0344 -0.5784
H -0.6288 5.5957 -0.2918
H 1.8317 3.9496 0.4450
H 0.6525 4.6774 1.5286
H 0.3446 2.1744 1.2166
H -1.0923 3.1444 0.8254
H -2.7955 -0.4427 -0.3362
H -5.1179 0.3111 -0.5643
H -3.4212 1.5242 -1.8162
H -3.0992 2.6010 -0.4460
H -5.5049 2.0304 -0.5325
H -5.7919 0.8802 1.7197
H -4.6804 2.2509 1.7516
H -3.6888 0.4891 3.0876
H -3.9351 -0.7076 1.8236
H -1.5688 -0.0668 1.7597
H -1.9824 1.6450 1.7388
H -1.6895 0.8534 -3.4076
H 0.8327 1.1331 -3.4350
H 1.0084 -0.5292 -2.9148
H -0.3248 0.4831 -5.4683
H 1.2350 -0.3391 -5.4067
H 0.1673 -2.4549 -4.7964
H -0.7035 -1.7900 -6.1781
H -2.2395 -2.7021 -4.3780
H -2.5252 -1.0122 -4.8036
H -2.6682 -1.2376 -2.4060
H -1.0590 -1.9330 -2.2953
Hf 1.7918 -1.5363 0.5783
Cl -0.4364 -2.3673 0.2028
Cl 2.7373 0.0555 -0.8892
C 1.5488 -0.3245 2.2181
H 2.0480 0.6589 2.1084
C 0.8935 -0.4252 3.5147
C -0.1286 -1.3790 3.8091
C -0.6274 -1.5068 5.1025
C -0.1599 -0.6736 6.1346
C 0.8171 0.3060 5.8498
C 1.3129 0.4436 4.5621
H -0.4916 -2.0336 3.0053
H -1.3791 -2.2690 5.3224
H 1.1951 0.9483 6.6442
H 2.0822 1.1821 4.3150
H -0.5385 -0.7819 7.1449
N 2.2689 -3.6387 0.9928
C 3.6746 -3.8798 0.7938
C 4.0921 -5.0307 1.4443
C 5.4164 -5.4101 1.3285
C 6.3061 -4.6131 0.5681
C 5.8556 -3.4511 -0.0853
C 4.4969 -3.0687 0.0252
H 1.7060 -4.3211 0.4469
H 2.0011 -3.9740 1.9346
H 3.3411 -5.5774 2.0264
H 5.7567 -6.3250 1.8233
H 7.3490 -4.9066 0.4896
H 6.5453 -2.8481 -0.6788
H 4.1080 -2.1678 -0.4778

Its largest force on an atom is 4.0 eV/A. The HOMO energy is -6.2 eV. The spin multiplicity is 1.

(7)
A single C7H12 molecule, computed with ωB97M-V with the def2-TZVPD basis set.

Positions of all 19 atoms, in Å:
C -1.4444 1.3358 1.5611
C -0.1338 1.1113 0.8063
C 0.1345 -0.3657 0.5283
C -0.7295 -1.0400 -0.5800
C 0.5365 -1.3222 -1.3850
C 1.4047 -0.1200 -1.6142
C 1.3959 -0.7599 -0.2624
H -1.6382 2.4039 1.7096
H -1.4213 0.8588 2.5483
H -2.2973 0.9177 1.0121
H -0.1764 1.6608 -0.1430
H 0.7006 1.5434 1.3747
H 0.0719 -0.9241 1.4703
H -1.5254 -0.4361 -1.0384
H -1.1586 -1.9807 -0.2207
H 0.6934 -2.2261 -1.9666
H 2.2939 -0.3336 -2.2050
H 1.0079 0.8833 -1.7676
H 2.2857 -1.2065 0.1722

The calculation puts the energy relative to the best compared isomer or geometry (same formula, charge and spin) at 31.7 kcal/mol. Its largest force on an atom is 0.3 eV/A. Its SMILES is CC[C@H]1C[C@H]2C[C@@H]12. The HOMO energy is -9.5 eV. The spin multiplicity is 1.

(8)
A molecular structure, C37H40N8O3Sn, computed with ωB97M-V with the def2-TZVPD basis set.

Positions of all 89 atoms, in Å:
Sn 0.4753 0.0608 -0.6132
C 4.8550 -5.6737 1.3733
C 4.0836 -4.3827 1.2299
C 4.3913 -3.2497 1.9753
C 3.6859 -2.0726 1.8191
C 2.6018 -1.9355 0.9295
N 1.9365 -0.7133 0.8261
C 1.8662 0.0386 2.0297
C 1.2268 -0.4984 3.1556
C 1.0741 0.2100 4.3314
C 1.5532 1.5137 4.4522
C 1.3291 2.3246 5.7053
C 2.2106 2.0507 3.3603
C 2.3807 1.3301 2.1789
N 3.1772 1.9530 1.1590
C 4.3611 2.5904 1.3566
C 4.7646 3.0772 0.1397
C 3.7478 2.6747 -0.7535
N 2.7907 2.0022 -0.1295
C 2.3082 -3.0845 0.1814
C 3.0441 -4.2601 0.3250
N 1.2193 -3.1166 -0.7487
C 0.4017 -4.1669 -0.9864
C -0.3357 -3.8760 -2.1087
C 0.1029 -2.6015 -2.4921
N 1.0529 -2.1437 -1.6769
H 5.3396 -5.7344 2.3486
H 5.6339 -5.7629 0.6117
H 4.1970 -6.5369 1.2709
H 5.2159 -3.2798 2.6819
H 3.9739 -1.2062 2.4023
H 0.8291 -1.5035 3.0685
H 0.5575 -0.2502 5.1681
H 1.2301 1.6796 6.5787
H 0.4112 2.9158 5.6295
H 2.1532 3.0172 5.8839
H 2.6047 3.0609 3.4139
H 4.8252 2.6267 2.3307
H 5.6712 3.6205 -0.0813
H 3.6671 2.8456 -1.8195
H 2.7937 -5.1046 -0.3094
H 0.3852 -5.0232 -0.3310
H -1.1087 -4.4754 -2.5647
H -0.2233 -1.9943 -3.3257
O -2.9785 -1.5030 1.3989
C -2.2621 -1.2993 0.4339
O -0.9877 -1.0480 0.4818
C -2.8464 -1.3841 -0.9556
C -3.4946 -2.5256 -1.3756
C -3.9061 -2.7062 -2.6830
C -3.4383 -1.7822 -3.6441
C -3.5415 -1.9942 -5.0425
C -2.8889 -1.1902 -5.9377
C -2.0601 -0.1467 -5.4771
C -1.9890 0.1185 -4.1333
C -2.7344 -0.6358 -3.2173
N -2.6839 -0.3121 -1.8340
H -3.6890 -3.2748 -0.6166
H -4.4788 -3.5749 -2.9857
H -4.1234 -2.8415 -5.3884
H -2.9680 -1.3864 -7.0001
H -1.4680 0.4315 -6.1753
H -1.3228 0.8756 -3.7507
C -3.2050 3.0957 -0.6396
C -2.9469 2.2701 -1.9090
C -1.9813 3.1048 -2.7835
C -4.2897 2.1031 -2.6334
C -2.3942 0.9369 -1.3766
H -3.6790 4.0452 -0.9012
H -2.2626 3.3094 -0.1253
H -3.8630 2.5587 0.0492
H -2.2301 4.1670 -2.6991
H -2.0482 2.8449 -3.8389
H -0.9493 2.9744 -2.4495
H -4.6852 3.0900 -2.8928
H -5.0169 1.6010 -1.9883
H -4.2000 1.5310 -3.5558
H -2.2723 0.9289 -0.3011
C -1.7761 1.8085 3.3134
N -1.0491 2.9621 2.7902
C -0.3163 2.8983 1.6515
N 0.3494 4.0274 1.2664
O -0.2507 1.8703 0.9760
H -1.4680 1.5943 4.3361
H -1.5435 0.9430 2.6992
H -2.8505 1.9796 3.2919
H -1.0804 3.8244 3.3022
H 0.4352 4.8281 1.8624
H 0.9739 3.9365 0.4815

The calculation puts the energy relative to the best compared isomer or geometry (same formula, charge and spin) at 50.4 kcal/mol. Its largest force on an atom is 0.6 eV/A. The HOMO energy (alpha / beta) is -6.2 / -6.0 eV. The spin multiplicity is 1.

(9)
A single C4H7NO molecule, computed with ωB97M-V with the def2-TZVPD basis set.

Positions of all 13 atoms, in Å:
O 2.7308 -1.5834 -0.2384
C 1.8195 -0.8292 -0.5034
N 1.0956 -0.1053 0.3896
C -0.0348 0.6658 -0.0161
C -1.2590 0.5279 0.8321
C -1.2483 -0.0440 -0.5543
H 1.4481 -0.6272 -1.5285
H 1.2828 -0.2090 1.3770
H 0.1912 1.6426 -0.4435
H -1.2015 -0.1878 1.6488
H -1.8272 1.4240 1.0516
H -1.8240 0.4540 -1.3275
H -1.1869 -1.1247 -0.6493

The calculation puts the energy relative to the best compared isomer or geometry (same formula, charge and spin) at 29.5 kcal/mol. Its largest force on an atom is 0.4 eV/A. Its SMILES is O=CNC1CC1. The HOMO energy is -9.8 eV. The spin multiplicity is 1.

(10)
2 unconnected molecules or ions with the total composition C4H12 at a distorted geometry, computed with ωB97M-V with the def2-TZVPD basis set.

Positions of all 16 atoms, in Å:
C -0.3376 0.5555 1.5369
C 0.4250 0.9630 2.7883
H -1.3450 0.1668 1.7517
H -0.5783 1.4318 0.8851
H 0.2954 -0.0891 0.8400
H 1.2247 1.6782 2.5761
H 0.6803 0.0613 3.3277
H -0.3287 1.5759 3.2898
C 0.2251 -0.4522 -1.5241
C -0.2704 -1.0738 -2.7393
H -0.4159 -0.6598 -0.5925
H 1.1750 -0.8940 -1.1735
H 0.3358 0.6341 -1.5576
H -0.1528 -2.1616 -2.6425
H -1.2808 -0.9320 -3.1336
H 0.3483 -0.8041 -3.6325

The calculation puts the energy relative to the best compared isomer or geometry (same formula, charge and spin) at 11.4 kcal/mol. Its largest force on an atom is 2.9 eV/A. The HOMO energy (alpha / beta) is -16.9 / -16.0 eV. As for the charge: +1. The spin multiplicity is 2. Its expectation value of S² is 0.75.